1.
C24H26N5O9 | ωB97M-V with the def2-TZVPD basis set

Calculated values
LUMO level: -3.0 eV
net charge: +1
HOMO energy: -11.596 eV
calculated total energy: -51180.9359 eV

Positions of all 64 atoms, in Å:
O 1.141 0.286 -2.077
O -2.790 10.082 -1.785
O -4.771 1.786 -3.723
O 0.826 -2.482 3.276
O -5.417 2.864 -1.848
O -4.200 8.929 -0.587
O 4.820 -5.716 2.540
O -0.236 -0.185 -3.798
O -1.037 3.662 0.781
N -3.087 9.093 -1.104
N 0.894 -2.271 -1.054
N 3.274 -7.256 3.093
N 1.087 -4.449 -1.123
N 2.180 -4.107 2.631
C -0.915 1.339 -2.031
C -1.673 4.894 1.156
C -2.214 1.440 -2.553
C -0.588 2.107 -0.901
C 4.181 -8.193 3.761
C 3.106 -4.765 0.463
C -2.346 6.995 -0.054
C 3.658 -6.100 2.538
C -0.267 -4.408 2.437
C -2.803 3.041 -0.839
C 0.133 7.186 -1.312
C -0.134 6.114 -0.459
C 0.959 -3.602 2.817
C 1.980 -2.597 -0.273
C -0.838 8.168 -1.529
C -1.505 2.967 -0.307
C -1.379 6.008 0.177
C 2.580 -5.270 1.823
C 0.366 -3.399 -1.570
C -4.541 2.337 -2.510
C -3.174 2.274 -1.960
C 2.102 -3.956 -0.319
C -2.101 8.095 -0.902
C 0.084 0.467 -2.659
H -0.599 8.996 -2.192
H 3.420 -5.620 -0.138
H 3.994 -4.149 0.626
H -0.257 -5.355 2.971
H 0.592 -0.552 -4.145
H -1.283 5.192 2.135
H 5.143 -8.223 3.243
H -1.153 -3.848 2.737
H 2.297 -7.495 3.070
H -2.488 0.861 -3.434
H 0.634 5.367 -0.280
H -2.750 4.758 1.283
H -0.481 -3.447 -2.251
H 0.617 -1.308 -1.255
H -5.713 1.953 -3.892
H 2.602 -1.911 0.295
H -3.302 6.911 0.456
H 0.408 2.066 -0.468
H 1.099 7.266 -1.802
H 0.948 -5.423 -1.368
H 4.351 -7.878 4.792
H -0.292 -4.571 1.365
H -3.546 3.692 -0.390
H 3.755 -9.198 3.761
H 1.726 -5.922 1.648
H 2.924 -3.541 3.018

Atomic forces in eV per Å
O 0.3 -0.5 -0.6
O -0.2 -1.3 0.8
O 0.4 0.3 0.7
O 0.1 0.1 0.2
O 0.4 -0.4 -0.9
O 1.4 0.0 -0.5
O -0.5 0.1 0.0
O 0.1 0.6 0.5
O -0.3 0.0 -0.1
N -2.0 2.0 -0.4
N -0.2 -1.4 -0.2
N -0.6 -0.6 0.0
N 0.0 1.2 0.0
N 1.6 -1.6 -0.3
C -1.6 0.8 -0.1
C -0.1 0.1 -0.3
C -0.2 0.0 -0.1
C 0.5 -0.3 -0.1
C 0.2 0.3 0.1
C -0.1 -0.4 -0.5
C -0.1 0.2 -0.1
C 1.2 0.4 -0.2
C 0.3 0.1 0.3
C -0.2 0.0 0.0
C -0.7 -0.1 0.3
C -0.2 0.2 0.0
C -1.7 1.1 0.1
C -0.1 -0.7 -0.1
C -0.3 0.3 0.0
C -0.4 0.0 -0.3
C 0.0 0.6 -0.6
C -0.4 0.6 0.2
C 0.3 0.5 0.2
C -1.5 0.9 1.1
C 2.0 -0.6 -0.2
C 0.7 0.1 1.0
C 2.4 -2.3 0.5
C 0.3 0.0 0.9
H -0.2 -0.1 0.2
H 0.1 0.0 0.0
H -0.1 -0.1 0.0
H -0.1 -0.2 -0.2
H 0.0 -0.1 0.0
H 0.2 -0.5 -0.1
H -0.2 0.1 0.0
H 0.2 0.0 -0.1
H 0.0 0.0 0.0
H 0.1 0.2 0.2
H -0.1 0.0 0.0
H 0.1 0.0 -0.1
H 0.3 0.0 0.3
H 0.1 -0.1 -0.1
H 0.0 -0.1 -0.1
H -0.4 0.0 -0.4
H 0.1 0.1 -0.2
H -0.1 -0.1 -0.2
H -0.2 0.0 0.1
H -0.1 0.3 0.0
H 0.1 -0.1 -0.1
H -0.1 -0.2 -0.2
H 0.0 -0.1 -0.1
H -0.1 0.2 -0.1
H -0.3 0.2 0.1
H 0.1 0.0 -0.1

***

2.
C24H26N7O5S3SiTl | ωB97M-V with the def2-TZVPD basis set

Calculated values
LUMO level: 4.2 eV
relative energy (zero: lowest compared OMol25 entry of this formula, charge and spin): 0.0 kcal/mol
net charge: -2
HOMO energy: -2.000 eV
calculated total energy: -91060.8153 eV

Positions of all 67 atoms, in Å:
Tl -0.126 -0.792 -0.303
S 0.950 -3.228 -1.251
S -0.535 -1.010 -3.141
S -0.734 -0.171 2.223
Si 2.311 1.849 -1.184
O 2.554 -4.996 5.134
O -1.053 -2.979 1.038
O -0.844 -4.812 2.300
O 0.686 -5.661 4.146
O -2.737 -0.922 -0.920
N 1.456 -2.202 1.670
N -3.819 -1.955 -2.626
N -3.227 -3.146 -0.716
N 2.617 -1.979 2.277
N 3.910 -3.627 -3.412
N 2.090 -0.924 -5.731
N -1.943 1.818 0.090
C -2.472 3.991 3.059
C 1.616 -1.289 -4.744
C -3.008 3.844 -0.591
C 1.262 3.333 -0.668
C 1.904 0.346 -0.208
C 2.884 -3.186 -3.124
C -2.535 1.997 -2.244
C -1.440 1.923 3.723
C 2.870 -2.857 3.263
C -0.428 -3.718 1.831
C 1.801 -3.718 3.307
C 1.599 -2.661 -2.740
C -1.398 1.420 2.427
C 0.983 -1.736 -3.534
C -2.987 4.327 0.679
C 4.109 2.367 -0.855
C -3.202 -1.968 -1.384
C -2.461 3.537 1.723
C 2.182 1.579 -3.033
C 1.704 -4.846 4.274
C 0.932 -3.250 2.275
C -1.966 3.183 4.039
C -1.928 2.260 1.376
C -2.479 2.557 -0.853
H -3.357 -3.987 -1.250
H 0.899 3.212 0.359
H -2.536 -3.217 0.039
H 4.800 1.558 -1.119
H -1.043 1.297 4.514
H 2.327 2.512 -3.588
H -1.534 1.902 -2.671
H 1.880 0.527 0.872
H 2.935 0.861 -3.376
H 2.544 -0.513 -0.445
H 3.765 -2.838 3.865
H 4.260 2.606 0.205
H 0.044 -5.358 3.382
H -3.139 2.624 -2.900
H -1.976 3.513 5.072
H -3.419 4.428 -1.406
H 3.181 -1.215 1.954
H -3.383 5.311 0.911
H 4.382 3.251 -1.444
H -2.894 4.964 3.288
H 0.384 3.448 -1.310
H -3.507 -1.176 -3.183
H -3.801 -2.826 -3.130
H -2.956 0.992 -2.202
H 1.843 4.260 -0.719
H 1.204 1.167 -3.310

Atomic forces in eV per Å
Tl 0.6 0.0 -0.2
S -0.1 0.1 0.1
S -0.3 0.3 0.3
S -0.2 0.0 -0.4
Si 0.1 0.2 -0.2
O -0.1 0.0 -0.1
O 0.2 -0.3 0.2
O 0.2 0.1 0.2
O -0.3 0.0 -0.2
O -0.1 -0.5 0.0
N -0.1 -0.1 0.2
N -0.2 0.0 0.1
N 0.2 0.2 0.1
N 0.1 0.0 0.0
N -0.1 0.0 0.0
N 0.0 0.0 0.0
N 0.1 0.0 0.1
C 0.0 0.0 0.1
C 0.0 0.0 0.0
C 0.0 0.1 -0.1
C -0.1 -0.1 0.1
C -0.5 -0.4 0.1
C 0.0 0.1 0.0
C 0.1 -0.1 0.0
C 0.0 0.0 -0.1
C 0.1 0.0 0.1
C -0.4 -0.1 -0.1
C -0.3 -0.1 -0.1
C 0.1 -0.1 0.1
C 0.0 0.2 -0.1
C 0.1 0.2 -0.2
C 0.0 0.0 0.0
C 0.1 0.0 0.1
C 0.1 0.2 -0.1
C 0.1 -0.2 -0.1
C -0.1 -0.1 0.0
C 0.2 0.2 0.0
C 0.0 0.0 0.1
C 0.0 0.0 0.0
C -0.1 0.2 0.1
C 0.1 -0.1 0.1
H 0.0 0.0 -0.1
H 0.0 0.0 -0.1
H 0.0 0.0 0.1
H -0.1 0.1 0.0
H 0.0 0.0 0.0
H 0.0 0.0 0.1
H 0.0 0.0 0.0
H 0.1 0.0 -0.1
H 0.0 0.1 0.0
H 0.0 0.1 0.0
H -0.1 0.0 -0.1
H 0.0 0.0 -0.1
H 0.1 0.0 0.1
H 0.0 0.0 0.0
H 0.0 0.0 0.0
H 0.0 0.0 0.0
H 0.1 0.1 0.0
H 0.0 0.0 0.0
H 0.0 -0.1 0.0
H 0.0 0.0 0.0
H 0.0 0.0 0.0
H 0.1 0.0 -0.1
H 0.0 0.0 0.0
H 0.1 0.0 0.0
H 0.0 -0.1 0.0
H 0.1 0.1 0.1

***

3.
C24H27AsCl2IrO3P | ωB97M-V with the def2-TZVPD basis set

Calculated values
spin multiplicity: 6
LUMO level (spin up / spin down): -9.8 / -14.1 eV
net charge: +3
HOMO energy (spin up / spin down): -14.581 / -16.939 eV
calculated total energy: -129444.2533 eV
<S²>: 8.803

Positions of all 59 atoms, in Å:
Ir 0.311 -0.696 -2.406
As 0.068 -0.662 1.411
Cl 2.525 0.217 -2.115
Cl 1.734 -2.466 -1.778
P 0.143 1.478 -3.259
O -2.419 -0.175 -1.141
O -0.160 -1.350 -0.109
O -2.104 -0.791 -4.101
C -1.668 -1.184 3.701
C 1.285 2.834 -2.774
C 1.726 -1.372 2.084
C 0.936 3.442 1.004
C 0.967 2.046 0.835
C -0.075 1.271 1.351
C -1.397 2.361 -2.835
C 4.086 -2.186 3.306
C -3.704 -2.501 3.601
C 2.949 -1.078 1.471
C -1.456 -1.420 2.336
C 0.252 1.347 -5.066
C 1.664 -2.175 3.230
C -0.135 4.039 1.676
C -0.283 -2.273 -4.606
C -2.791 -1.733 4.334
C -1.172 1.867 1.987
C -3.489 -2.739 2.238
C -0.970 -1.173 -3.852
C -2.357 -2.216 1.608
C -1.194 3.265 2.154
C -1.341 -0.364 -1.541
C 4.136 -1.455 2.111
C 2.853 -2.559 3.858
H 1.227 2.973 -1.687
H -1.368 2.651 -1.776
H -1.027 -2.725 -5.281
H 0.991 3.764 -3.270
H -0.568 0.741 -5.467
H -2.279 1.746 -3.033
H 2.966 -0.589 0.495
H 5.008 -2.474 3.806
H 2.808 -3.141 4.779
H 0.587 -1.905 -5.191
H -2.946 -1.552 5.398
H -1.430 3.263 -3.454
H -2.172 -2.414 0.552
H -0.959 -0.574 4.264
H 1.805 1.567 0.327
H 2.317 2.589 -3.042
H 0.695 -2.479 3.624
H 5.099 -1.176 1.676
H -2.028 3.723 2.680
H -4.586 -2.916 4.089
H 0.090 -3.012 -3.870
H -0.135 5.120 1.843
H 1.766 4.048 0.636
H 0.184 2.354 -5.480
H -1.975 1.251 2.374
H 1.209 0.901 -5.359
H -4.197 -3.332 1.653

Atomic forces in eV per Å
Ir 3.2 0.0 0.4
As 0.8 -1.8 -1.2
Cl 1.1 0.1 0.8
Cl -0.1 -0.4 -0.7
P -0.3 1.5 -0.9
O 2.3 -0.6 -1.1
O 0.0 0.4 0.7
O 2.6 -0.4 0.9
C 1.6 0.4 -2.1
C 0.5 -0.5 -0.1
C -0.2 0.0 0.6
C -0.8 1.8 0.7
C 0.4 -0.7 -0.1
C -1.7 -0.4 1.4
C -0.2 -0.5 -0.3
C -0.3 0.2 -0.1
C -0.5 -0.5 -0.9
C 0.1 0.3 0.0
C 0.3 1.0 1.7
C -0.1 0.3 -0.1
C 0.2 0.4 0.2
C 1.2 0.5 -0.6
C 0.4 -0.8 -0.5
C -1.3 -0.7 0.7
C 1.4 -1.7 -0.9
C -1.6 -0.5 1.8
C -3.4 -0.5 -2.0
C 1.2 0.6 -0.8
C -0.2 0.9 0.1
C -5.5 1.5 3.0
C -0.3 -0.1 -0.1
C -0.1 0.0 -0.3
H 0.0 0.0 -0.3
H 0.0 -0.1 -0.2
H 0.3 0.1 0.1
H -0.2 -0.2 0.0
H 0.2 0.2 0.1
H 0.0 0.2 0.0
H 0.2 0.0 0.3
H -0.2 0.1 -0.1
H 0.1 0.1 -0.3
H -0.5 -0.2 0.3
H 0.0 -0.1 -0.2
H -0.1 -0.1 0.1
H 0.0 0.1 0.2
H -0.2 -0.2 0.0
H -0.1 0.1 0.0
H -0.3 0.2 0.1
H 0.3 0.0 0.1
H -0.4 -0.2 0.1
H 0.1 0.1 -0.1
H 0.2 0.1 -0.1
H -0.2 0.2 -0.6
H 0.0 -0.4 -0.1
H -0.2 -0.1 0.1
H 0.0 0.0 -0.1
H 0.0 0.2 0.0
H -0.1 0.1 0.1
H 0.2 0.1 0.3

***

4.
C24H27AsClIO2PSm | ωB97M-V with the def2-TZVPD basis set

Calculated values
spin multiplicity: 6
LUMO level (spin up / spin down): -9.0 / -8.9 eV
relative energy (zero: lowest compared OMol25 entry of this formula, charge and spin): 0.0 kcal/mol
net charge: +2
HOMO energy (spin up / spin down): -14.433 / -14.413 eV
calculated total energy: -138059.4869 eV
<S²>: 8.779

Positions of all 58 atoms, in Å:
Sm 0.732 -1.550 1.176
I -1.751 -2.512 -0.506
As -0.689 0.988 0.468
Cl 1.832 -2.763 3.032
P 1.060 -4.004 -0.906
O 2.162 -1.653 -3.299
O -0.576 -0.774 -2.833
C 2.556 -1.096 -0.960
C 0.728 1.877 1.514
C 1.165 1.243 2.696
C -0.293 2.869 -3.280
C 0.566 -5.439 0.140
C 3.017 2.808 2.788
C -2.297 3.781 -2.260
C -1.436 3.677 -3.354
C 2.590 3.406 1.604
C -4.614 1.056 1.954
C -2.253 1.402 1.563
C -0.914 2.221 -1.029
C 0.202 -4.393 -2.480
C 0.130 -1.293 -2.022
C -2.143 2.146 2.741
C 2.719 -4.565 -1.472
C -4.513 1.804 3.135
C 1.445 2.939 0.949
C -3.282 2.341 3.533
C -3.476 0.834 1.173
C -0.024 2.152 -2.110
C -2.044 3.053 -1.093
C 2.317 1.726 3.333
C 1.725 -1.425 -2.186
H 0.393 -5.447 -2.728
H 3.446 -4.425 -0.663
H 1.022 -5.322 1.134
H 2.684 -1.948 -0.224
H -3.522 0.209 0.278
H -5.571 0.639 1.641
H 1.113 3.378 0.007
H -1.654 4.216 -4.274
H 3.043 -3.992 -2.351
H 2.191 -0.177 -0.446
H 0.874 1.535 -2.044
H -3.196 2.914 4.457
H 3.912 3.176 3.291
H 3.568 -0.854 -1.311
H -2.730 3.102 -0.243
H 3.142 4.247 1.176
H -0.878 -4.231 -2.363
H 2.653 -5.632 -1.728
H 0.389 2.778 -4.125
H 2.661 1.240 4.246
H -0.524 -5.465 0.257
H -3.186 4.419 -2.309
H 0.920 -6.375 -0.316
H 0.572 -3.748 -3.289
H -5.393 1.961 3.754
H -1.178 2.556 3.038
H 0.608 0.391 3.131

Atomic forces in eV per Å
Sm -0.6 -0.7 -0.1
I 0.5 0.9 0.5
As -0.2 1.9 0.6
Cl -0.2 0.3 -0.4
P 0.7 -1.6 -0.2
O -1.8 0.6 3.4
O 3.0 -1.8 3.0
C 0.7 0.3 0.5
C 0.1 -0.7 -0.6
C 0.5 0.1 -0.5
C 0.0 0.0 0.3
C 0.0 0.3 0.3
C 0.0 -0.2 0.2
C 0.1 0.0 0.1
C 0.2 -0.2 0.2
C -0.2 0.1 -0.2
C 0.3 0.1 0.0
C -0.1 -0.7 0.1
C -0.2 -0.2 -0.4
C -0.6 0.3 0.0
C -4.2 1.8 -4.1
C -0.2 -0.1 -0.1
C 0.2 0.3 0.4
C 0.3 0.0 -0.1
C 0.2 -0.3 0.4
C 0.0 -0.1 -0.3
C 0.1 0.1 0.3
C -0.4 0.2 -0.1
C 0.2 -0.3 0.0
C -0.1 -0.2 0.0
C 1.7 -0.7 -1.7
H 0.0 0.3 0.1
H 0.0 -0.2 -0.2
H -0.1 -0.2 -0.2
H 0.1 0.6 -1.1
H -0.1 0.3 0.2
H 0.2 0.1 0.1
H 0.1 0.0 0.3
H 0.0 -0.1 0.2
H 0.0 -0.2 0.2
H 0.1 -0.2 -0.4
H -0.1 0.1 -0.1
H -0.1 -0.2 -0.3
H -0.3 -0.1 -0.1
H -0.2 -0.1 0.2
H 0.2 0.0 -0.4
H -0.2 -0.3 0.2
H 0.4 -0.3 -0.3
H 0.1 0.4 0.0
H -0.2 0.1 0.2
H 0.0 0.2 -0.2
H 0.2 0.0 0.0
H 0.4 -0.3 0.0
H -0.2 0.3 0.1
H -0.1 -0.3 0.1
H 0.2 0.0 -0.2
H -0.3 0.0 0.0
H 0.1 0.5 0.1